Entry P
{
  "formula": "C5H12NO2",
  "method": "wB97M-V/def2-TZVPD",
  "species": ["C", "N", "C", "C", "O", "C", "C", "O", "H", "H", "H", "H", "H", "H", "H", "H", "H", "H", "H", "H"],
  "coordinates": [[0.313, 2.411, 0.478], [0.087, 1.115, -0.209], [0.001, -0.136, 0.604], [1.045, -0.248, 1.768], [0.778, 0.596, 2.808], [-0.109, -1.338, -0.361], [-0.989, -0.987, -1.566], [-1.146, -2.190, -2.372], [0.529, 2.196, 1.548], [1.131, 3.042, 0.121], [-0.632, 2.948, 0.433], [0.873, 0.963, -0.838], [-0.928, -0.134, 1.192], [0.948, -1.320, 2.105], [2.072, -0.069, 1.397], [0.861, -1.746, -0.643], [-0.650, -2.150, 0.134], [-1.975, -0.609, -1.312], [-0.411, -0.311, -2.196], [-1.796, -2.034, -3.092]],
  "smiles": "CN[C@H](C[O-])CCO",
  "orbital_gap_ev": 5.4,
  "lumo_ev": 3.25,
  "homo_ev": -2.19,
  "charge": -1
}

Entry Q
{
  "formula": "C5H12NO2",
  "method": "wB97M-V/def2-TZVPD",
  "species": ["C", "O", "C", "C", "C", "C", "N", "H", "H", "H", "H", "H", "H", "H", "H", "H", "H", "H", "H", "O"],
  "coordinates": [[0.593, -2.620, -0.001], [-0.406, -3.342, 0.351], [0.164, -0.972, 0.300], [1.165, 0.173, -0.029], [0.736, 1.523, 0.470], [0.850, 2.666, -0.174], [-1.233, -0.867, -0.292], [0.920, -2.596, -1.067], [1.603, -2.816, 0.487], [-0.108, -0.897, 1.345], [1.874, -0.159, 0.820], [1.586, 0.013, -1.024], [0.321, 1.445, 1.483], [1.116, 2.818, -1.134], [0.730, 3.769, 0.211], [-1.108, -0.804, -1.256], [-1.717, -1.841, -0.050], [-1.735, 1.190, 0.224], [-2.824, 1.565, -0.781], [-2.528, 1.753, 0.116]],
  "orbital_gap_ev": 6.6,
  "lumo_ev": 3.69,
  "homo_ev": -2.87,
  "charge": -1
}

Entry R
{
  "formula": "C5H12NO2",
  "method": "wB97M-V/def2-TZVPD",
  "species": ["C", "N", "C", "C", "O", "C", "O", "C", "H", "H", "H", "H", "H", "H", "H", "H", "H", "H", "H", "H"],
  "coordinates": [[1.420, 0.325, -0.926], [1.125, 0.676, 0.516], [-0.032, 0.074, 0.442], [-0.437, -0.949, 1.497], [-1.603, -1.664, 1.104], [-1.219, 0.677, -0.308], [-2.212, -0.150, -0.686], [0.816, -0.876, -1.812], [1.246, 1.075, -1.711], [2.462, -0.005, -0.959], [0.257, 2.600, 2.531], [0.726, 2.056, 2.639], [-0.667, -0.404, 2.405], [0.407, -1.614, 1.607], [-1.983, -1.172, 0.284], [-0.833, 1.388, -1.048], [-1.574, 1.312, 0.554], [0.750, -1.799, -1.216], [-0.128, -0.622, -2.248], [1.478, -0.927, -2.666]],
  "orbital_gap_ev": 7.3,
  "lumo_ev": 4.03,
  "homo_ev": -3.25,
  "charge": -1
}

entry P is preferred energetically. Next in line: 0.0291 hartree higher.

Entry P
{
  "formula": "C2H9NOS",
  "method": "wB97M-V/def2-TZVPD",
  "species": ["N", "C", "O", "H", "H", "H", "H", "H", "C", "S", "H", "H", "H", "H"],
  "coordinates": [[-3.345, 1.904, 0.258], [-4.533, 1.363, 0.824], [-5.644, 2.154, 0.277], [-3.515, 2.664, -0.369], [-2.534, 1.344, 0.429], [-4.818, 0.356, 0.473], [-4.577, 1.354, 1.910], [-5.821, 2.729, 1.030], [5.695, -2.233, -1.282], [6.802, -2.626, 0.109], [5.999, -2.835, -2.139], [4.746, -2.678, -0.976], [5.591, -1.206, -1.640], [5.953, -2.290, 1.096]],
  "smiles": "NCO.CS",
  "orbital_gap_ev": 10.0,
  "lumo_ev": 1.04,
  "homo_ev": -8.95
}

Entry Q
{
  "formula": "C2H9NOS",
  "method": "wB97M-V/def2-TZVPD",
  "species": ["N", "C", "C", "S", "H", "H", "H", "H", "H", "H", "H", "O", "H", "H"],
  "coordinates": [[-0.811, -1.925, 0.980], [-1.281, -1.036, -0.321], [-0.428, 0.123, -0.538], [0.894, 0.029, -1.757], [-0.055, -2.436, 0.499], [-0.363, -1.042, 1.519], [-2.455, -0.960, -0.231], [-1.170, -1.771, -1.323], [-0.945, 1.150, -0.351], [-0.253, 0.314, 0.485], [1.973, -0.382, -1.124], [0.383, 2.340, 2.691], [0.950, 1.776, 3.062], [0.876, 3.108, 2.331]],
  "smiles": "NCCS.O",
  "orbital_gap_ev": 9.9,
  "lumo_ev": 0.52,
  "homo_ev": -9.42
}

entry P is preferred energetically. Next in line: 0.0664 hartree higher.

Entry P
{
  "formula": "C4H9OS",
  "method": "wB97M-V/def2-TZVPD",
  "species": ["O", "C", "C", "C", "C", "S", "H", "H", "H", "H", "H", "H", "H", "H", "H"],
  "coordinates": [[-2.045, 2.166, 0.828], [-1.583, 0.990, 1.244], [-0.082, 0.691, 0.791], [0.067, -0.213, -0.468], [1.491, -0.565, -0.852], [1.556, -2.056, -1.890], [-2.096, 0.007, 0.992], [-1.516, 0.932, 2.365], [0.306, 1.678, 0.536], [0.334, 0.085, 1.603], [-0.357, -1.150, -0.076], [-0.556, 0.042, -1.328], [2.094, -0.770, 0.036], [2.040, 0.246, -1.338], [0.346, -2.084, -2.442]],
  "smiles": "[O-]CCCCS",
  "orbital_gap_ev": 5.4,
  "lumo_ev": 3.03,
  "homo_ev": -2.36,
  "charge": -1
}

Entry Q
{
  "formula": "C4H9OS",
  "method": "wB97M-V/def2-TZVPD",
  "species": ["O", "C", "H", "H", "C", "C", "C", "S", "H", "H", "H", "H", "H", "H", "H"],
  "coordinates": [[1.190, 2.277, -0.025], [0.794, 2.216, 1.160], [1.529, 2.128, 1.979], [-0.126, 2.746, 1.463], [-1.437, -1.257, -0.924], [-0.046, -0.626, -0.965], [0.687, -0.695, 0.374], [-0.135, 0.191, 1.724], [-1.385, -2.314, -0.643], [-1.935, -1.195, -1.896], [-2.055, -0.748, -0.185], [0.550, -1.136, -1.731], [-0.137, 0.427, -1.242], [1.687, -0.272, 0.241], [0.819, -1.741, 0.672]],
  "orbital_gap_ev": 7.0,
  "lumo_ev": 3.99,
  "homo_ev": -3.02,
  "charge": -1
}

entry Q is preferred energetically. Next in line: 0.0443 hartree higher.

Entry P
{
  "formula": "C5H12",
  "method": "wB97M-V/def2-TZVPD",
  "species": ["C", "C", "C", "H", "H", "H", "H", "H", "H", "C", "C", "H", "H", "H", "H", "H", "H"],
  "coordinates": [[-0.257, 3.660, 2.124], [0.472, 3.748, 1.013], [1.468, 2.767, 0.445], [-0.548, 4.547, 2.656], [-0.395, 2.635, 2.475], [0.346, 4.601, 0.338], [2.282, 2.785, 1.170], [1.099, 1.738, 0.496], [1.866, 3.035, -0.522], [-0.717, -3.631, -2.030], [-0.825, -3.775, -0.475], [0.235, -3.240, -2.380], [-1.580, -3.055, -2.354], [-0.837, -4.630, -2.445], [0.148, -3.923, -0.024], [-1.116, -2.784, -0.115], [-1.641, -4.478, -0.374]],
  "smiles": "C=CC.CC",
  "orbital_gap_ev": 10.2,
  "lumo_ev": 0.99,
  "homo_ev": -9.19
}

Entry Q
{
  "formula": "C5H12",
  "method": "wB97M-V/def2-TZVPD",
  "species": ["C", "C", "H", "H", "H", "H", "C", "C", "C", "H", "H", "H", "H", "H", "H", "H", "H"],
  "coordinates": [[-1.014, 3.211, -3.976], [-1.481, 2.190, -4.681], [-0.068, 3.711, -3.863], [-1.776, 3.721, -3.392], [-0.911, 1.525, -5.325], [-2.498, 1.842, -4.635], [0.764, -0.364, 2.923], [1.048, -1.886, 3.154], [0.572, -2.734, 1.968], [0.437, -0.002, 3.898], [-0.015, -0.377, 2.187], [1.623, 0.175, 2.548], [0.461, -2.170, 4.044], [2.062, -2.161, 3.429], [1.435, -2.791, 1.276], [0.055, -3.677, 2.106], [-0.161, -2.197, 1.336]],
  "smiles": "C=C.CCC",
  "orbital_gap_ev": 11.5,
  "lumo_ev": 1.24,
  "homo_ev": -10.24
}

entry Q is preferred energetically. Next in line: 0.0029 hartree higher.

Entry P
{
  "formula": "C5H12",
  "method": "wB97M-V/def2-TZVPD",
  "species": ["C", "C", "H", "H", "H", "H", "C", "C", "C", "H", "H", "H", "H", "H", "H", "H", "H"],
  "coordinates": [[3.699, -0.937, 1.013], [4.513, 0.106, 0.634], [2.991, -0.517, 1.740], [3.665, -1.886, 0.545], [4.060, 1.126, 0.839], [5.077, 0.062, -0.353], [-1.544, 1.387, -0.586], [-2.357, 0.128, -0.869], [-2.686, -0.913, 0.242], [-0.498, 1.174, -0.231], [-1.214, 1.783, -1.534], [-2.075, 2.234, -0.081], [-3.338, 0.429, -1.255], [-1.896, -0.679, -1.491], [-2.984, -1.876, -0.103], [-3.639, -0.490, 0.622], [-1.776, -1.130, 0.864]],
  "smiles": "C=C.CCC",
  "orbital_gap_ev": 11.0,
  "lumo_ev": 0.96,
  "homo_ev": -10.07
}

Entry Q
{
  "formula": "C5H12",
  "method": "wB97M-V/def2-TZVPD",
  "species": ["C", "C", "C", "C", "C", "H", "H", "H", "H", "H", "H", "H", "H", "H", "H", "H", "H"],
  "coordinates": [[-0.778, 1.746, 1.230], [0.304, 1.121, 0.333], [-0.192, -0.492, -0.753], [-0.569, -1.559, 0.244], [1.044, -0.853, -1.539], [-1.266, 0.990, 1.852], [-0.338, 2.488, 1.917], [-1.565, 2.277, 0.674], [1.067, 0.601, 0.884], [0.751, 1.898, -0.313], [-0.602, 0.524, -0.743], [-0.892, -2.492, -0.248], [0.303, -1.836, 0.865], [-1.387, -1.249, 0.895], [1.868, -1.140, -0.861], [0.879, -1.726, -2.193], [1.378, -0.037, -2.181]],
  "orbital_gap_ev": 9.0,
  "lumo_ev": 1.22,
  "homo_ev": -7.74
}

entry P is preferred energetically. Next in line: 0.0135 hartree higher.